This record from OMol25 describes a structure of composition C18H37OP3SeTi. The level of theory is ωB97M-V/def2-TZVPD.

Structure (XYZ):
```
61
Properties=species:S:1:pos:R:3:nbo_charge:R:1
Se -2.551 -2.569 1.139 0.489
Ti -0.621 -0.142 -0.821 0.980
P 0.769 -2.097 -1.255 0.877
P -1.839 1.564 0.370 0.848
P 1.014 0.157 1.111 0.944
O 0.923 1.332 -3.041 -0.180
C 0.387 0.815 -2.139 0.369
C -6.959 -3.390 -0.245 -0.033
C 1.265 1.667 2.078 -0.940
C -3.401 1.392 -0.578 -0.912
C -5.938 -3.079 -1.160 -0.175
C -5.304 -3.466 1.530 -0.147
C -1.443 3.333 0.313 -0.931
C -3.017 -1.150 -3.428 -0.107
C 2.711 -0.436 0.906 -0.950
C -4.603 -3.025 -0.740 -0.214
C -2.178 -0.458 -2.607 -0.592
C 1.100 -3.325 0.048 -0.929
C 0.350 -0.986 2.373 -0.947
C -0.165 -2.996 -2.542 -0.933
C -4.293 -3.054 0.626 -0.220
C -2.358 1.300 2.097 -0.921
C -6.651 -3.522 1.134 -0.175
C 2.354 -1.875 -2.132 -0.931
H 3.215 -0.170 1.839 0.296
H -3.787 0.360 -0.559 0.255
H -7.973 -3.568 -0.605 0.278
H -0.234 -2.371 -3.448 0.258
H 2.187 -1.337 -3.068 0.265
H 1.713 -2.924 0.862 0.261
H -2.250 0.618 -2.834 0.308
H 2.713 -2.888 -2.383 0.298
H -1.347 -1.061 -2.080 0.104
H -3.251 1.712 -1.620 0.253
H -3.790 -2.904 -1.457 0.200
H -7.447 -3.651 1.900 0.292
H 2.770 -1.525 0.787 0.257
H 0.163 -3.736 0.439 0.267
H -4.973 -3.745 2.540 0.265
H 1.678 -4.121 -0.428 0.302
H 1.625 2.494 1.449 0.287
H -1.175 -3.267 -2.200 0.250
H -1.586 1.633 2.800 0.273
H -0.629 -0.643 2.739 0.263
H -0.958 3.625 1.255 0.289
H -2.630 0.256 2.292 0.251
H 3.106 -1.359 -1.525 0.274
H -2.367 3.922 0.168 0.309
H -2.658 -1.151 0.643 0.017
H -2.717 -2.060 -3.963 0.258
H 0.347 1.951 2.612 0.256
H 2.043 1.420 2.816 0.299
H 1.077 -0.920 3.192 0.306
H 0.302 -2.035 2.038 0.264
H 3.200 0.068 0.062 0.274
H -6.185 -2.895 -2.211 0.256
H -0.776 3.554 -0.525 0.266
H 0.416 -3.902 -2.760 0.306
H -4.036 -0.805 -3.609 0.272
H -4.123 2.066 -0.108 0.302
H -3.249 1.924 2.228 0.300
```

Values from the calculation:
HOMO-LUMO gap (spin up / spin down)   0.1096 / 0.1099 Eh
HOMO level (spin up / spin down)   -19.88 / -19.88 eV
E_LUMO (spin up / spin down)   -16.900 / -16.888 eV
Net charge   +4

=====

This record from OMol25 describes a structure of composition C3H8N2O. The level of theory is ωB97M-V/def2-TZVPD.

Structure (XYZ):
```
14
Properties=species:S:1:pos:R:3:nbo_charge:R:1
O -0.317 -1.120 1.485 -0.533
N 1.058 0.069 -0.501 -0.571
N -0.860 -0.256 -0.668 -0.422
C 1.538 1.251 -1.175 -0.433
C -0.466 -0.062 0.617 0.363
C -1.750 -1.055 1.452 -0.260
H 1.582 -0.781 -0.702 0.363
H -0.854 -1.260 -0.861 0.357
H -0.482 0.942 1.030 0.194
H -2.231 -1.951 1.083 0.178
H 1.598 1.126 -2.261 0.189
H 2.534 1.539 -0.811 0.203
H 0.859 2.083 -0.968 0.198
H -2.208 -0.525 2.279 0.175
```

Values from the calculation:
ΔE to the lowest compared entry with this formula, charge and spin   726.74 kJ/mol
HOMO-LUMO gap (spin up / spin down)   0.2889 / 0.2755 Eh
HOMO level (spin up / spin down)   -7.55 / -7.36 eV
E_LUMO (spin up / spin down)   0.309 / 0.139 eV

=====

This record from OMol25 describes an isolated molecule of C3H7N3. The level of theory is ωB97M-V/def2-TZVPD.

Structure (XYZ):
```
13
Properties=species:S:1:pos:R:3:nbo_charge:R:1
N 0.925 -1.340 -0.018 -0.817
N -1.741 0.026 0.459 -0.834
N 2.702 1.454 -0.767 -0.326
C 1.827 0.852 -0.308 0.276
C 0.706 0.071 0.270 -0.157
C -0.626 0.595 -0.288 -0.216
H 1.235 -1.852 0.796 0.375
H 0.104 -1.791 -0.396 0.361
H -0.655 0.401 -1.373 0.179
H 0.692 0.267 1.350 0.228
H -0.646 1.681 -0.160 0.212
H -2.586 0.559 0.279 0.368
H -1.935 -0.923 0.157 0.351
```

Values from the calculation:
ΔE to the lowest compared entry with this formula, charge and spin   43.79 kJ/mol
SMILES   N#C[C@H](N)CN
HOMO-LUMO gap   0.3995 Eh
HOMO level   -10.14 eV
E_LUMO   0.729 eV

=====

This record from OMol25 describes an isolated molecule of C9H12N2. The level of theory is ωB97M-V/def2-TZVPD.

Structure (XYZ):
```
23
Properties=species:S:1:pos:R:3:nbo_charge:R:1
N 1.950 0.178 -1.100 -0.446
N 4.187 0.379 0.580 -0.531
C 2.935 -0.766 -1.058 0.011
C 4.038 -0.638 -0.300 -0.144
C 4.282 1.274 1.326 0.275
C 0.022 1.445 -0.540 -0.467
C -1.498 1.234 -0.555 -0.399
C 0.335 -0.920 0.374 -0.495
C 0.845 0.198 -0.493 0.384
C -1.960 0.027 0.282 -0.401
C -0.855 -0.469 1.211 -0.395
H 1.149 -1.298 1.001 0.238
H -1.837 1.105 -1.584 0.206
H -0.545 0.323 1.895 0.202
H 0.331 2.055 -1.389 0.241
H 2.868 -1.586 -1.764 0.208
H -1.223 -1.303 1.810 0.216
H -2.238 -0.796 -0.381 0.196
H -1.960 2.147 -0.176 0.211
H -2.848 0.290 0.860 0.213
H 4.852 -1.346 -0.341 0.221
H 0.026 -1.743 -0.281 0.225
H 0.298 1.996 0.366 0.231
```

Values from the calculation:
ΔE to the lowest compared entry with this formula, charge and spin   272.64 kJ/mol
HOMO-LUMO gap   0.3443 Eh
HOMO level   -8.54 eV
E_LUMO   0.828 eV

=====

This record from OMol25 describes a structure of composition C31H56Cl28N2O7S2. The level of theory is ωB97M-V/def2-TZVPD.

Structure (XYZ):
```
126
Properties=species:S:1:pos:R:3:lowdin_charge:R:1
Cl -1.747 -5.637 -0.059 0.463
Cl -3.115 -6.289 -2.565 0.501
Cl 4.277 -2.063 -7.413 0.535
Cl -2.555 -7.295 4.490 0.501
Cl 3.343 -6.505 -3.939 0.589
Cl -0.303 -3.720 2.257 0.528
Cl -6.376 -2.799 3.553 0.511
Cl 5.526 2.378 4.654 0.487
Cl -3.717 -1.690 3.044 0.521
Cl -3.895 0.948 6.502 0.476
Cl -4.585 2.588 4.446 0.487
Cl -5.029 1.660 1.710 0.547
Cl 0.625 -0.602 7.885 0.521
Cl -5.783 -0.131 -1.901 0.554
Cl 5.107 -6.334 -6.281 0.549
Cl -8.284 1.980 1.968 0.535
Cl -2.193 0.797 8.887 0.495
Cl 2.841 0.962 6.789 0.502
Cl -7.748 2.748 -0.805 0.538
Cl 6.521 -1.677 8.343 0.494
Cl -0.801 -7.942 2.236 0.487
Cl -0.241 -1.860 4.506 0.507
Cl 5.364 1.766 -4.542 0.599
Cl -8.209 -1.734 -1.532 0.514
Cl 3.646 2.285 -6.855 0.533
Cl 4.839 3.708 7.170 0.488
Cl 5.999 -2.544 -5.101 0.541
Cl 6.164 -2.979 5.749 0.500
S -1.503 4.542 0.279 0.976
S 1.574 -0.235 -0.197 0.653
O 0.238 -0.107 0.285 -0.259
O 2.314 1.156 0.004 -0.208
O 2.797 -3.510 -3.389 -0.110
O 2.310 -1.305 0.381 -0.238
O -3.754 4.784 -1.090 0.010
O 1.392 4.728 -1.842 0.114
O 3.115 4.188 -0.485 0.067
N -3.176 5.474 -3.061 0.069
N -2.022 5.354 -2.286 0.096
C -2.685 -6.844 -0.941 -1.033
C 5.755 -2.839 -6.830 -0.999
C -0.998 2.833 -0.197 -0.417
C -2.600 0.066 7.326 -1.022
C 6.086 -1.455 6.643 -1.037
C 5.130 3.914 5.441 -1.018
C -0.953 -7.080 3.774 -1.021
C 2.920 3.121 -2.723 -0.067
C 1.475 1.036 -2.517 -0.273
C -5.019 -1.885 4.222 -1.028
C 2.481 -1.301 -2.622 -0.140
C -6.988 -0.725 -0.748 -1.030
C -1.650 1.528 -3.798 -0.174
C 5.132 1.522 -6.280 -0.983
C -0.173 -2.026 2.747 -1.026
C -2.838 1.543 -1.439 -0.205
C 2.394 4.061 -1.663 -0.441
C 3.393 1.325 -0.947 -0.131
C 4.851 -5.861 -4.597 -0.992
C 2.874 1.640 -2.353 -0.264
C 1.766 0.715 8.170 -0.987
C -2.417 4.947 -1.159 -0.721
C -1.906 0.822 -2.451 -0.159
C 1.419 -0.411 -1.994 -0.269
C 2.322 -2.786 -2.270 -0.237
C -0.278 2.180 -4.012 -0.178
C -8.419 3.256 0.749 -0.980
C -4.143 5.142 -2.346 -0.200
C 0.888 1.176 -3.926 -0.130
C -5.150 3.020 2.829 -0.985
C -2.197 1.877 -0.101 -0.274
H 5.973 1.957 -6.806 0.029
H 0.770 -1.631 2.394 -0.001
H -3.662 0.865 -1.226 0.015
H 5.075 -1.070 6.587 -0.014
H 3.498 -0.993 -2.414 0.113
H -0.210 -7.468 4.461 0.026
H 1.268 -2.973 -2.063 0.128
H -6.480 -1.316 0.007 0.024
H -4.630 -2.417 5.082 0.025
H -0.993 -1.471 2.309 -0.016
H 4.053 2.077 -0.545 0.130
H 6.779 -0.752 6.195 0.019
H -0.999 0.540 -1.928 0.070
H 5.069 0.458 -6.472 -0.034
H -2.929 -0.953 7.498 0.030
H -4.537 3.832 2.449 0.028
H 2.694 -4.457 -3.228 -0.015
H 0.443 -0.826 -2.214 0.132
H -0.791 -6.025 3.599 -0.038
H -0.285 2.579 -5.025 0.113
H 5.679 -6.220 -3.999 0.036
H -2.410 -0.112 -2.691 0.106
H -7.872 4.128 1.089 0.025
H -1.721 0.075 6.695 -0.029
H -5.182 5.088 -2.594 0.130
H -2.945 2.315 0.543 0.013
H 4.234 4.315 4.984 0.026
H 1.207 1.628 8.341 0.028
H -5.370 -0.902 4.514 -0.003
H 2.956 -2.997 -1.413 0.115
H -0.157 2.520 0.408 0.065
H -0.094 3.045 -3.379 0.092
H -0.735 2.924 -1.242 0.044
H -1.881 0.941 0.357 0.094
H -9.467 3.498 0.621 0.027
H 2.365 0.474 9.040 0.030
H -3.288 2.404 -1.931 0.095
H -7.478 0.125 -0.293 -0.056
H 2.630 3.764 0.232 0.110
H 3.949 0.392 -0.980 0.119
H 5.666 -3.909 -6.991 -0.042
H 5.960 4.597 5.306 0.024
H -2.393 2.314 -3.925 0.101
H -2.092 -7.747 -1.030 0.021
H 2.299 3.297 -3.591 0.115
H 6.602 -2.435 -7.371 0.028
H 0.820 1.581 -1.842 0.109
H -6.186 3.326 2.895 -0.024
H 3.543 1.119 -3.033 0.064
H -3.595 -7.045 -0.390 0.028
H 4.795 -4.779 -4.553 -0.046
H 0.515 0.218 -4.285 0.122
H 1.678 1.471 -4.615 0.088
H -1.819 0.840 -4.621 0.107
H 2.326 -1.245 -3.698 0.131
H 3.924 3.437 -2.998 0.096
```

Values from the calculation:
HOMO-LUMO gap   0.3372 Eh
HOMO level   -9.09 eV
E_LUMO   0.088 eV

=====

This record from OMol25 describes a structure of composition C26H26N6S2Sn. The level of theory is ωB97M-V/def2-TZVPD.

Structure (XYZ):
```
61
Properties=species:S:1:pos:R:3:nbo_charge:R:1
Sn 1.844 -0.168 -0.783 1.162
S 3.726 -1.667 0.686 -0.369
S 2.596 -2.218 -2.508 -0.343
N -0.058 -0.086 -2.295 -0.596
N 4.559 -5.260 -2.951 -0.408
N 1.211 1.036 1.488 -0.582
N 0.832 2.557 -0.773 -0.505
N 5.904 -4.573 0.720 -0.413
N 0.037 -1.546 -0.122 -0.609
C -1.736 -2.967 -0.884 -0.312
C -1.012 4.761 2.594 -0.384
C -2.894 -3.345 -1.535 -0.158
C -1.008 3.648 0.353 -0.381
C 1.482 0.313 2.716 -0.244
C -2.387 -0.530 -2.660 -0.377
C -0.944 -1.789 -0.952 0.219
C 0.204 -2.341 1.079 -0.251
C -0.553 2.285 -2.869 -0.409
C 0.089 4.141 3.182 -0.163
C -1.120 -0.784 -2.043 0.329
C 0.189 -0.075 3.467 -0.407
C 0.746 2.257 1.569 0.338
C 0.203 2.871 0.309 0.211
C 5.127 -3.880 0.219 0.303
C -3.741 -2.614 -2.357 -0.366
C 4.201 -4.343 -2.348 0.304
C -0.876 -2.047 2.132 -0.399
C -1.537 4.444 1.344 -0.164
C 4.181 -2.987 -0.359 -0.306
C -0.955 -0.584 2.578 -0.407
C 0.453 3.110 -2.049 -0.234
C 3.730 -3.205 -1.632 -0.298
C -3.512 -1.313 -2.795 -0.150
C 0.799 3.033 2.771 -0.401
C -0.040 0.910 -3.336 -0.240
H 1.541 2.688 3.483 0.195
H -4.323 -0.858 -3.357 0.187
H -0.822 2.881 -3.749 0.190
H -2.473 4.935 1.090 0.183
H -1.847 -2.322 1.708 0.201
H -0.172 0.816 3.987 0.204
H -0.635 0.577 -4.198 0.181
H -2.458 0.445 -3.126 0.199
H 0.998 1.008 -3.678 0.201
H -4.658 -3.093 -2.682 0.187
H -1.462 2.131 -2.284 0.202
H 2.131 0.878 3.400 0.171
H 1.373 3.177 -2.644 0.181
H 0.382 4.545 4.148 0.183
H 0.436 -0.826 4.227 0.186
H -1.322 -3.735 -0.242 0.199
H 0.213 -3.418 0.871 0.184
H 2.043 -0.582 2.452 0.209
H -1.514 5.534 3.167 0.181
H -0.703 -2.694 3.000 0.185
H 1.187 -2.108 1.482 0.228
H -1.595 3.610 -0.556 0.196
H -3.217 -4.362 -1.326 0.189
H -1.005 0.043 1.687 0.230
H 0.058 4.132 -1.933 0.170
H -1.894 -0.445 3.122 0.188
```

Values from the calculation:
ΔE to the lowest compared entry with this formula, charge and spin   0.00 kJ/mol
HOMO-LUMO gap   0.2145 Eh
HOMO level   -1.22 eV
E_LUMO   4.614 eV
Net charge   -2

=====

| no. | calculated total energy (eV) |
| --- | --- |
| 1 | -137592.854 |
| 2 | -8261.794 |
| 3 | -7694.225 |
| 4 | -12505.909 |
| 5 | -422665.060 |
| 6 | -63826.455 |